Arrangement A

Below is 2 unconnected molecules or ions with the total composition C4H12O2, with properties calculated with wB97M-V/def2-TZVPD.

The charge is 0. As for the highest occupied orbital energy: -9.76 eV. As for the structure (SMILES): CCOCC.O. Its orbital gap is 10.458 eV. The molar mass is 92.14 u.

Last columns: bonded neighbours and bond lengths (Å).
Geometry (Å):
1 C -1.9274 2.4913 -1.7215  C2 1.522, H6 1.103, H7 1.103, H8 1.103
2 C -1.4421 1.0567 -1.5748  C1 1.522, O3 1.446, H9 1.107, H10 1.107
3 O -0.4907 1.0912 -0.4863  C2 1.446, C4 1.389
4 C 0.1520 -0.1102 -0.2170  O3 1.389, C5 1.509, H11 1.107, H12 1.107
5 C 0.8842 0.0707 1.0897  C4 1.509, H13 1.103, H14 1.103, H15 1.103
6 H -1.2796 3.1946 -1.1717  C1 1.103
7 H -2.9584 2.5930 -1.3428  C1 1.103
8 H -1.9165 2.7648 -2.7900  C1 1.103
9 H -2.2988 0.3815 -1.3864  C2 1.107
10 H -0.9848 0.7594 -2.5381  C2 1.107
11 H -0.5838 -0.9361 -0.1732  C4 1.107
12 H 0.8092 -0.2908 -1.0893  C4 1.107
13 H 0.1743 0.4143 1.8607  C5 1.103
14 H 1.6718 0.8338 0.9715  C5 1.103
15 H 1.3517 -0.8669 1.4346  C5 1.103
16 O 2.7879 -4.8407 2.9585  H17 0.984, H18 0.984
17 H 3.7396 -4.6120 3.0586  O16 0.984
18 H 2.3113 -3.9946 3.1176  O16 0.984

Here are the Mulliken charges for atoms 1 to 5, given in e: -0.95, -0.30, -0.28, -0.22, -1.05

=====

Arrangement B

Below is 2 unconnected molecules or ions with the total composition C4H12O2, with properties calculated with wB97M-V/def2-TZVPD.

The charge is 0. As for the highest occupied orbital energy: -10.30 eV. As for the structure (SMILES): CCO.CCO. Its orbital gap is 11.060 eV. The molar mass is 92.14 u.

Last columns: bonded neighbours and bond lengths (Å).
Geometry (Å):
1 C 8.2316 12.0439 1.5299  C2 1.545, H4 1.090, H5 1.090, H6 1.090
2 C 7.0938 12.9696 1.0447  C1 1.545, O3 1.411, H7 1.090, H8 1.090
3 O 6.8339 13.0170 -0.3418  C2 1.411, H9 0.960
4 H 8.4144 12.0340 2.6044  C1 1.090
5 H 9.1495 12.5264 1.1942  C1 1.090
6 H 8.2061 11.0428 1.0996  C1 1.090
7 H 7.2395 13.9857 1.4112  C2 1.090
8 H 6.1150 12.6998 1.4412  C2 1.090
9 H 6.1074 12.3910 -0.3860  O3 0.960
10 C 2.0536 8.4667 1.3741  C11 1.563, H13 1.090, H14 1.090, H15 1.090
11 C 1.8243 8.2452 -0.1561  C10 1.563, O12 1.458, H16 1.090, H17 1.090
12 O 2.5393 9.3187 -0.8367  C11 1.458, H18 0.960
13 H 3.0620 8.2279 1.7120  C10 1.090
14 H 1.3540 7.7502 1.8043  C10 1.090
15 H 1.7545 9.4186 1.8128  C10 1.090
16 H 0.8183 8.4493 -0.5226  C11 1.090
17 H 2.0212 7.2209 -0.4725  C11 1.090
18 H 2.3051 9.1276 -1.7478  O12 0.960

Here are the Mulliken charges for atoms 1 to 5, given in e: -0.90, -0.33, -0.50, 0.32, 0.25

=====

Arrangement C

Below is 2 unconnected molecules or ions with the total composition C4H12O2, with properties calculated with wB97M-V/def2-TZVPD.

The charge is 0. As for the highest occupied orbital energy: -10.01 eV. As for the structure (SMILES): CCOCC.O. Its orbital gap is 10.945 eV. The molar mass is 92.14 u.

Last columns: bonded neighbours and bond lengths (Å).
Geometry (Å):
1 C 2.5321 -0.3612 -0.0608  C2 1.506, H6 1.088, H7 1.057, H8 1.067
2 C 1.1341 -0.9165 0.0174  C1 1.506, O3 1.465, H9 1.073, H10 1.130
3 O 0.0541 -0.0054 -0.3698  C2 1.465, C4 1.440
4 C -0.1654 1.1354 0.4809  O3 1.440, C5 1.573, H11 1.119, H12 1.106
5 C -1.0772 2.2078 -0.2209  C4 1.573, H13 1.092, H14 1.066, H15 1.131
6 H 2.5859 0.4202 0.6937  C1 1.088
7 H 2.6834 0.0688 -1.0146  C1 1.057
8 H 3.2295 -1.0945 0.2791  C1 1.067
9 H 0.9009 -1.3156 0.9852  C2 1.073
10 H 1.1031 -1.7626 -0.7311  C2 1.130
11 H -0.5683 0.8628 1.4882  C4 1.119
12 H 0.8325 1.5404 0.7306  C4 1.106
13 H -0.9657 3.1762 0.2708  C5 1.092
14 H -0.6404 2.2716 -1.1912  C5 1.066
15 H -2.1907 2.0208 -0.2812  C5 1.131
16 O -2.3128 -1.8302 0.0482  H17 1.044, H18 0.943
17 H -1.7935 -2.6569 -0.3203  O16 1.044
18 H -1.6489 -1.2401 0.3646  O16 0.943

Here are the Mulliken charges for atoms 1 to 5, given in e: -1.23, -0.23, -0.36, -0.19, -1.17

=====

Which is most stable? The ranking, best first, is arrangement A, arrangement C, arrangement B.